Below is a structure of composition C18H18FN5PdS2, with properties calculated with wB97M-V/def2-TZVPD.

Summary:
* LUMO level (alpha / beta): -0.002 / -0.065 Eh
* DFT total energy: -54273.88816 eV
* multiplicity: 3
* frontier orbital gap (alpha / beta): 5.90 / 5.91 eV

CARTESIAN COORDINATES (ANGSTROEM)
Pd  -0.23735  0.12853  0.07917
C  3.53136  1.24778  3.68727
S  4.06167  1.09054  1.95252
C  2.54064  0.50413  1.27648
S  1.23795  1.65077  1.07967
N  2.46305  -0.73481  0.92834
N  1.33662  -1.11367  0.33784
C  1.05278  -2.39694  0.11185
C  -0.17339  -2.71504  -0.48802
C  -0.56185  -4.04373  -0.78531
C  -1.79360  -4.29712  -1.31963
C  -2.65563  -3.22168  -1.59903
C  -2.21769  -1.94772  -1.31325
N  -1.03594  -1.67611  -0.76295
H  4.38560  1.63382  4.23966
H  3.25979  0.26446  4.06582
H  2.69506  1.93890  3.76028
H  1.76845  -3.15742  0.39903
H  0.13173  -4.84611  -0.57039
H  -2.10773  -5.31053  -1.53161
H  -3.63202  -3.37767  -2.03391
H  -2.84344  -1.09709  -1.54635
F  -5.40786  2.18584  2.63304
C  -4.39381  2.03395  1.76990
C  -4.61619  1.34338  0.59146
C  -3.57102  1.19420  -0.29819
C  -2.28961  1.72524  -0.03426
C  -1.21691  1.64919  -1.00858
C  -2.12104  2.42587  1.18522
C  -3.15806  2.57702  2.07881
H  -5.60094  0.94966  0.37633
H  -3.75280  0.69712  -1.24180
H  -0.55415  2.50525  -1.03718
H  -1.49889  1.28410  -1.99089
H  -1.15272  2.84676  1.42167
H  -3.02474  3.10754  3.01204
N  -2.48505  -0.76428  2.51534
C  -2.82899  -0.45168  3.78065
C  -1.65498  -0.21841  4.45517
C  -0.64677  -0.41717  3.49434
N  -1.16049  -0.75522  2.32267
H  -3.09440  -0.99607  1.75067
H  -3.85709  -0.41884  4.10142
H  -1.53804  0.06695  5.48627
H  0.42230  -0.32975  3.60374

These are the natural (NBO) partial charges, in e, on atoms 1 to 5: atom 1 (Pd): 0.808, atom 2 (C): -0.731, atom 3 (S): 0.246, atom 4 (C): -0.135, atom 5 (S): -0.195